Entry from the Open Molecules 2025 dataset: a cluster of 5 separate species, C17H21Cl4F2NO in total in a non-equilibrium geometry (wB97M-V/def2-TZVPD).

Last column: Mulliken charge in e.
Element x y z (Å)
Cl  1.05  -1.07  1.70  -0.182
Cl  1.26  1.89  1.96  -0.171
Cl  -0.45  -2.22  5.01  -0.162
Cl  -0.72  0.64  4.83  -0.137
F  2.83  -1.35  -0.87  -0.215
F  -1.98  -0.35  -0.81  -0.195
O  -3.71  5.15  0.23  -0.652
N  -4.64  3.58  1.51  -0.170
C  -4.60  2.33  2.26  -0.775
C  -2.75  -1.16  -2.83  -0.535
C  -0.64  -2.95  -2.93  -0.371
C  -1.79  -1.20  -1.85  0.537
C  6.90  -1.02  -1.10  -0.418
C  6.10  0.06  -1.45  -0.433
C  -1.62  -2.95  -3.93  -0.575
C  -2.68  -2.07  -3.88  -0.344
C  0.72  0.52  0.96  0.184
C  -1.34  -0.90  4.25  0.010
C  4.16  -1.23  -1.01  0.354
C  -2.19  3.70  1.32  -0.805
C  4.96  -2.30  -0.66  -0.251
C  6.34  -2.23  -0.70  -0.533
C  -3.55  4.20  0.98  0.601
C  4.71  -0.03  -1.40  -0.345
C  -0.70  -2.06  -1.88  -0.357
H  4.45  -3.16  -0.24  0.370
H  0.06  -1.97  -1.11  0.343
H  -3.86  1.64  1.84  0.194
H  -1.74  2.86  0.79  0.065
H  1.23  0.53  0.01  0.314
H  -2.15  3.37  2.37  0.355
H  -1.47  4.51  1.22  0.322
H  -3.55  -0.43  -2.78  0.403
H  -0.35  0.63  0.82  -0.144
H  0.18  -3.66  -2.93  0.375
H  -2.38  -0.96  4.56  0.307
H  -1.27  -0.98  3.18  -0.018
H  -3.38  -2.05  -4.71  0.362
H  -1.57  -3.65  -4.76  0.351
H  -5.57  1.83  2.22  0.336
H  6.59  0.99  -1.70  0.353
H  4.14  0.84  -1.70  0.385
H  -5.53  4.04  1.45  0.240
H  7.97  -0.83  -1.15  0.346
H  -4.42  2.55  3.32  0.304
H  6.93  -3.09  -0.41  0.378

Values from the calculation:
SMILES string: Fc1ccccc1.Fc1ccccc1.CNC(C)=O.ClCCl.ClCCl
Highest occupied orbital energy (eV): -9.44


Entry from the Open Molecules 2025 dataset: a structure of composition C27H36B2F4N4O5Ti in a non-equilibrium geometry (wB97M-V/def2-TZVPD).

Last column: Löwdin spin population.
Element x y z (Å)
Ti  -0.69  0.21  0.49  0.951
F  -1.99  -3.18  0.31  0.015
F  -1.58  2.28  0.07  0.021
F  -0.03  -4.54  0.23  0.000
F  -3.67  3.32  0.54  0.001
O  -0.08  -2.60  1.62  0.001
O  0.10  -2.61  -0.89  0.017
O  -2.90  1.75  2.03  0.004
O  -3.49  1.10  -0.34  0.163
O  1.08  0.56  0.58  -0.013
N  -2.60  0.13  -0.47  0.360
N  -2.18  0.63  2.13  0.005
N  -0.85  -1.51  1.77  -0.002
N  -0.56  -1.41  -1.21  0.029
C  -1.90  -1.69  -1.74  0.330
C  -2.92  -0.79  -1.42  -0.018
C  1.69  3.11  1.63  0.000
C  4.73  0.27  0.41  0.000
C  -1.66  1.92  -4.06  0.001
C  -0.79  3.00  -3.88  0.002
C  0.42  2.82  -3.19  0.000
C  3.41  -0.11  0.36  -0.001
C  -1.56  -2.61  3.80  0.003
C  -1.98  -2.85  -2.66  0.045
C  -0.13  0.47  -2.85  0.004
C  0.36  -0.88  -2.31  0.021
C  -4.16  -0.78  -2.24  -0.013
C  -1.29  0.65  -3.61  0.007
C  -3.75  -0.37  3.61  0.001
C  2.41  0.87  0.69  -0.001
C  0.74  1.56  -2.65  0.004
C  3.03  -1.52  0.04  0.000
C  3.23  -2.41  1.28  0.000
C  5.11  1.50  0.97  -0.001
C  1.05  3.72  0.40  0.000
C  4.11  2.36  1.42  0.000
C  -1.58  -1.48  2.81  0.019
C  0.76  2.62  2.75  0.000
C  3.83  -2.12  -1.14  0.000
C  -2.50  -0.32  2.90  0.009
C  2.75  2.10  1.21  -0.001
B  -0.49  -3.23  0.30  0.000
B  -2.94  2.16  0.59  0.008
H  -0.83  -2.27  4.60  0.001
H  2.55  -2.18  2.09  0.000
H  -4.39  0.54  3.56  0.000
H  0.34  -1.67  -3.05  0.000
H  -2.68  -3.61  -2.29  0.014
H  6.16  1.70  1.04  0.000
H  0.75  2.97  -0.32  0.000
H  1.96  -1.54  -0.29  0.000
H  3.66  -3.21  -1.15  0.000
H  1.01  3.72  -2.96  0.000
H  -0.06  2.09  2.33  0.000
H  0.49  3.47  3.37  0.000
H  4.25  -2.36  1.60  0.000
H  -1.04  -3.39  -2.75  0.000
H  -5.09  -0.60  -1.72  -0.002
H  1.34  -0.78  -1.86  0.001
H  -4.35  -1.20  3.25  0.000
H  -4.13  0.01  -3.04  -0.005
H  -1.07  3.98  -4.21  0.000
H  2.35  3.96  2.03  0.000
H  1.66  1.48  -2.07  0.000
H  3.62  -1.79  -2.14  0.000
H  -2.49  -2.88  4.29  0.000
H  5.56  -0.42  0.16  0.000
H  4.40  3.30  1.87  0.000
H  -1.94  -0.23  -3.82  0.003
H  1.82  4.37  -0.10  0.000
H  -2.59  2.10  -4.60  0.000
H  4.91  -1.98  -1.03  0.000
H  -4.22  -1.78  -2.67  0.000
H  0.18  4.28  0.70  0.000
H  1.32  1.90  3.32  0.000
H  -1.05  -3.51  3.47  0.000
H  -2.35  -2.51  -3.61  0.014
H  2.94  -3.39  0.99  0.000
H  -3.52  -0.62  4.69  0.000

Values from the calculation:
Multiplicity: 3
Highest occupied orbital energy (spin up / spin down) (eV): -8.04 / -8.40


Entry from the Open Molecules 2025 dataset: a cluster of 2 separate species, C5H8O in total in a non-equilibrium geometry (wB97M-V/def2-TZVPD).

Last column: Mulliken charge in e.
Element x y z (Å)
O  2.01  -1.46  0.68  -0.313
C  -0.39  0.96  0.55  -0.650
C  -1.46  -1.14  -0.66  -1.319
C  0.76  0.41  -0.42  -0.516
C  1.43  -0.63  0.13  0.610
C  -0.80  0.23  -0.63  0.273
H  -1.04  0.84  -1.51  0.358
H  -0.44  0.32  1.45  0.241
H  1.40  1.96  1.59  -0.153
H  1.36  1.08  -1.03  0.315
H  -1.08  -1.78  0.14  0.323
H  -2.53  -1.00  -0.49  0.331
H  -1.33  -1.64  -1.62  0.323
H  2.11  1.86  1.81  0.177

Values from the calculation:
Highest occupied orbital energy (eV): -7.58


Entry from the Open Molecules 2025 dataset: the ion C7H12N3O with charge +1 in a non-equilibrium geometry (wB97M-V/def2-TZVPD).

Last column: Mulliken charge in e.
Element x y z (Å)
O  0.19  -0.46  -0.53  -0.213
N  2.95  0.72  0.21  -0.179
N  -2.08  -0.29  0.05  0.139
N  -4.23  0.16  0.44  -0.447
C  -3.77  1.15  -0.36  -0.383
C  2.37  -0.71  0.40  -0.513
C  2.04  1.86  0.24  -0.994
C  -3.33  -0.70  0.65  -0.031
C  -2.42  0.88  -0.66  -0.095
C  -0.89  -0.99  0.12  0.223
C  1.43  -1.21  -0.64  -0.460
H  3.40  0.74  -0.75  0.347
H  -4.45  1.73  -0.96  0.368
H  1.57  2.15  1.20  0.239
H  1.25  -2.35  -0.44  0.338
H  -1.70  1.27  -1.46  0.329
H  -3.22  -1.55  1.24  0.328
H  1.78  -1.01  -1.69  0.266
H  3.69  0.89  0.90  0.330
H  1.37  1.73  -0.59  0.333
H  -0.96  -1.92  0.70  0.338
H  3.23  -1.36  0.64  0.424
H  1.78  -0.73  1.30  0.314

Values from the calculation:
Highest occupied orbital energy (spin up / spin down) (eV): -10.12 / -9.15
Total charge: +1


Entry from the Open Molecules 2025 dataset: a structure of composition C24H25N4ORhS2 in a non-equilibrium geometry (wB97M-V/def2-TZVPD).

Last column: Mulliken charge in e.
Element x y z (Å)
Rh  0.90  0.91  -0.24  0.906
S  4.62  -2.68  -0.32  -0.032
S  1.73  -2.09  -0.98  -0.144
O  -0.93  1.39  0.02  -0.700
N  2.86  0.77  -0.25  0.553
N  1.35  2.89  -0.39  -0.022
N  0.66  -1.03  -0.26  0.218
N  3.67  -0.27  -0.22  -1.297
C  -1.41  1.37  1.31  1.437
C  -0.29  -2.23  2.20  -0.359
C  -1.20  -0.63  -2.37  -0.433
C  -1.59  -1.24  -1.16  1.950
C  -1.90  -4.45  1.82  -0.849
C  -1.36  -4.20  3.07  -0.411
C  -0.88  -2.44  0.95  0.638
C  -1.67  -3.59  0.77  -0.302
C  3.47  1.95  -0.07  -0.748
C  3.37  -1.47  -0.50  0.329
C  -2.11  -0.41  -3.37  -0.966
C  2.36  5.48  -0.26  -0.210
C  -0.63  -1.53  -0.15  -1.133
C  0.56  3.93  -0.59  -0.221
C  -2.95  1.36  1.27  -1.486
C  1.01  5.24  -0.56  -0.873
C  -0.54  -3.09  3.25  -0.878
C  2.69  3.10  -0.16  0.949
C  -0.92  2.59  2.12  -1.577
C  -2.97  -1.51  -0.98  -0.306
C  3.19  4.42  -0.07  -0.941
C  -3.87  -1.28  -1.99  -0.992
C  -3.45  -0.75  -3.21  -0.437
C  4.61  -3.38  -2.00  -0.848
H  0.36  -1.38  2.34  0.395
H  -2.49  -5.34  1.65  0.406
H  -0.48  3.70  -0.79  0.662
H  4.24  4.55  0.14  0.388
H  -4.16  -0.57  -4.00  0.420
H  0.17  2.61  2.12  0.325
H  -3.31  -1.89  -0.03  0.611
H  -1.28  2.53  3.14  0.464
H  -0.10  -2.90  4.22  0.395
H  -4.91  -1.50  -1.84  0.410
H  3.59  -3.64  -2.27  0.285
H  0.33  6.05  -0.73  0.402
H  -1.77  0.03  -4.31  0.436
H  -3.34  1.25  2.28  0.390
H  -1.28  3.52  1.67  0.310
H  -1.55  -4.88  3.89  0.409
H  4.54  1.98  0.08  0.387
H  -3.29  0.53  0.66  0.276
H  -2.05  -3.82  -0.21  0.555
H  2.73  6.50  -0.21  0.406
H  -1.08  0.47  1.85  -0.469
H  5.22  -4.27  -1.99  0.325
H  -0.16  -0.32  -2.50  0.360
H  5.02  -2.66  -2.70  0.295
H  -3.32  2.29  0.84  0.344

Values from the calculation:
Highest occupied orbital energy (spin up / spin down) (eV): -6.60 / -6.62


Entry from the Open Molecules 2025 dataset: a cluster of 12 separate species, C5H35N2O12 in total in a non-equilibrium geometry (wB97M-V/def2-TZVPD).

Last column: Mulliken charge in e.
Element x y z (Å)
O  0.25  -0.68  -3.87  -0.591
O  -3.99  0.36  1.24  -0.644
O  -2.66  -2.59  -0.12  -0.623
O  1.48  1.36  3.72  -0.602
O  1.88  -2.11  -1.61  -0.542
O  -1.94  2.21  -3.20  -0.588
O  2.92  2.60  -1.46  -0.680
O  0.90  -3.33  2.47  -0.646
O  -0.93  -1.53  1.86  -0.369
O  -1.92  0.53  4.13  -0.640
O  -2.12  0.85  -0.51  -0.248
O  -2.34  -0.71  -2.82  -0.500
N  3.08  0.31  -0.03  -0.400
N  0.69  0.71  -1.46  0.344
C  1.16  1.26  1.05  -0.931
C  -1.12  1.72  0.05  -1.033
C  3.79  -0.61  -0.52  -0.267
C  0.19  0.90  -0.08  0.236
C  2.35  0.27  1.22  -0.649
H  -0.29  -2.11  2.33  0.427
H  -4.84  0.06  0.85  0.326
H  -0.91  -1.73  0.92  0.081
H  -0.99  0.62  4.38  0.326
H  1.46  0.05  -1.51  0.051
H  1.60  -3.90  2.81  0.276
H  0.72  1.43  2.04  0.460
H  -1.80  0.18  3.24  0.245
H  1.13  1.57  -1.83  0.403
H  -2.95  -1.10  -3.45  0.265
H  3.14  1.98  -0.72  0.369
H  0.26  -3.89  2.00  0.282
H  -2.90  -2.70  -1.05  0.317
H  -1.17  2.58  -0.65  0.146
H  2.07  -0.75  1.53  0.206
H  -2.05  3.10  -2.84  0.308
H  1.28  -2.17  -0.87  0.302
H  0.35  -0.29  -4.74  0.265
H  4.41  -0.45  -1.42  0.280
H  -2.90  0.85  0.12  0.276
H  -2.56  0.08  -2.34  0.157
H  -0.55  -1.20  -3.76  0.288
H  1.63  2.24  0.93  0.494
H  -0.31  -0.07  0.08  0.316
H  1.80  0.91  4.51  0.261
H  4.03  -1.65  -0.22  0.220
H  -2.85  1.90  -3.14  0.307
H  3.77  2.83  -1.84  0.317
H  -1.24  1.96  1.11  0.538
H  0.83  1.99  4.06  0.258
H  1.79  -2.76  -2.32  0.255
H  -0.09  0.48  -2.08  0.350
H  2.90  0.53  2.14  0.421
H  -3.64  -0.45  1.65  0.311
H  -2.80  -1.65  0.03  0.268

Values from the calculation:
Highest occupied orbital energy (eV): -12.56
Total charge: +1